A cluster of 8 separate species, C22H60O10 in total in a non-equilibrium geometry. Source: OMol25; level of theory: the ωB97M-V functional and the def2-TZVPD basis.

LUMO energy: 0.19 eV
E_tot: -1626.14207 hartree
SMILES: CC(C)O.CC(C)O.CC(C)O.CC(C)O.CC(C)O.CC(C)O.OCCO.OCCO
Orbital gap: 9.73 eV
Energy relative to the best compared isomer or geometry (same formula, charge and spin): 1171.1 kJ/mol

Cartesian coordinates (Å):
C 2.02318 2.85458 -2.84542
C 0.79577 1.93114 -2.96100
O 1.20394 0.58405 -2.99725
O 1.65446 4.18404 -2.89999
H 2.66218 2.71246 -3.91293
H 2.64902 2.82055 -1.86004
H 0.20731 2.15622 -3.77246
H 0.38803 2.16026 -2.05063
H 1.08280 0.37621 -3.89256
H 1.08364 4.53704 -2.19005
C 3.56799 0.51464 2.24076
C 4.54594 1.14918 1.24661
O 4.55545 2.45859 1.72194
O 3.42395 -0.89840 1.89207
H 2.70422 0.87465 1.99805
H 3.76649 0.85126 3.17198
H 4.61813 0.73178 0.29237
H 5.49713 0.59565 1.55386
H 5.44578 2.67164 1.58247
H 2.91943 -0.91832 0.99478
C -0.02195 3.55957 0.92849
C 0.34465 5.05411 0.48331
C 1.88808 5.35390 0.66034
O 0.04432 5.20446 -0.88097
H 0.22636 3.19987 1.97433
H 0.51433 2.78501 0.26567
H -1.04307 3.52157 0.82225
H -0.42166 5.56234 1.26713
H 2.05000 6.35127 0.88981
H 2.45839 5.21985 -0.20279
H 2.28034 4.88037 1.24210
H -0.88329 5.52682 -0.93556
C -1.46483 -1.76912 3.78591
C -2.31121 -2.93672 3.33720
C -1.70525 -4.36076 3.57533
O -3.57894 -2.81293 3.76149
H -0.41230 -1.55444 3.82487
H -1.62035 -1.79270 4.90699
H -1.91357 -0.91665 3.34735
H -2.46073 -2.73912 2.29316
H -1.68221 -4.61893 4.55735
H -0.76150 -4.22273 3.20847
H -2.28952 -5.26536 3.11448
H -4.12677 -2.24449 3.28954
C -2.83996 0.31142 -2.12599
C -3.36929 -0.00134 -3.60142
C -2.45524 0.55543 -4.67412
O -3.44239 -1.45042 -3.72327
H -1.91968 -0.27257 -2.13590
H -3.54207 -0.17981 -1.50351
H -2.74222 1.26752 -1.69807
H -4.37578 0.65251 -3.65001
H -2.44997 1.64857 -4.53319
H -2.92524 0.34035 -5.61180
H -1.38511 0.16978 -4.39659
H -4.01711 -1.82190 -3.05593
C 0.66860 -2.62432 0.64420
C 0.41251 -1.29366 0.00090
C -0.49921 -0.35362 0.88020
O 1.64379 -0.68676 -0.39777
H -0.33983 -3.03185 0.66587
H 1.26266 -2.56311 1.52914
H 1.18816 -3.19227 -0.07621
H -0.19839 -1.54645 -0.81201
H -0.28924 0.03326 1.89717
H -1.44477 -0.88767 1.01154
H -0.86031 0.57100 0.52927
H 1.56841 -0.07149 -1.13901
C 4.77232 -5.95200 -1.69501
C 5.12018 -5.15299 -0.48037
C 4.06672 -4.13695 -0.08375
O 5.23254 -6.04660 0.52318
H 4.90763 -5.25962 -2.50578
H 3.83789 -6.23067 -1.80223
H 5.52629 -6.68445 -1.79307
H 6.05571 -4.84539 -0.62234
H 4.25484 -3.48720 0.76044
H 3.09752 -4.55504 0.15309
H 3.83949 -3.47029 -0.88383
H 5.96047 -5.72390 1.23170
C -3.83948 2.01300 0.84219
C -5.41134 2.18741 0.88217
C -5.93925 1.85052 -0.51088
O -5.91181 1.19048 1.82626
H -3.42955 1.14706 0.59512
H -3.44328 1.90968 1.97335
H -3.09412 2.76303 0.44991
H -5.97698 3.21323 0.99953
H -5.85602 0.76329 -0.64042
H -5.38285 2.14433 -1.32162
H -7.00802 2.17383 -0.70532
H -6.93138 1.28421 1.95538

Cartesian forces, eV/Å:
2.21 0.28 -2.07
3.80 0.19 1.36
-0.14 0.10 1.47
-0.73 1.77 -0.82
-1.03 0.09 3.21
-0.78 -1.33 -1.81
-1.41 0.90 -1.76
-2.28 -0.02 2.23
0.12 -1.24 -1.78
0.25 -0.70 -0.02
2.51 -3.83 -5.16
1.72 -3.09 5.10
-0.81 0.70 -1.46
-0.40 0.18 -0.53
-5.54 2.66 -1.13
1.18 -0.21 3.33
-1.45 0.82 -2.59
-0.27 0.95 0.26
1.90 1.55 -0.01
1.04 0.33 2.07
3.77 -0.62 -0.48
0.48 -1.86 3.34
-9.62 8.30 -10.46
-1.84 0.99 0.13
-0.11 1.09 -0.96
-0.93 1.14 0.67
-2.47 -0.63 -0.40
2.06 0.14 -2.17
0.07 2.15 0.56
0.31 -0.48 -2.06
7.31 -9.83 12.25
0.96 -0.40 -0.30
-0.43 -0.07 3.68
2.10 -1.20 -2.65
-3.84 0.33 -2.45
-1.78 -1.80 4.05
0.84 -1.09 -1.18
-0.37 0.63 -0.82
-0.56 1.15 0.00
0.98 -0.72 -1.46
0.25 -0.31 3.18
2.66 -0.51 -1.05
1.05 2.01 0.22
-0.95 1.56 -1.40
0.04 -2.43 -2.39
-1.27 2.00 1.99
1.19 -0.17 2.17
0.04 1.77 -0.66
0.33 0.27 0.65
-0.65 -0.74 0.92
0.30 1.57 -0.34
1.43 -2.14 -0.33
0.10 -0.32 -0.14
0.63 -0.39 -0.88
-1.83 0.46 -1.34
-0.25 0.11 0.31
-0.74 0.82 -0.58
0.24 2.27 1.77
-0.48 -0.94 1.04
0.19 -0.27 0.44
0.12 -0.54 1.02
-0.09 -0.14 0.93
0.79 -0.86 -0.80
-0.70 0.12 -1.80
1.10 -1.14 -0.21
0.00 -0.33 0.09
0.03 1.23 -1.92
-0.37 -0.26 -0.14
3.81 2.96 -0.49
-4.02 -0.24 0.09
-0.28 0.82 -0.38
2.95 -1.90 5.82
0.23 0.35 -0.85
-4.62 -2.01 0.11
0.40 -1.24 -0.24
3.62 2.58 -1.03
0.74 -0.01 0.36
-0.04 -0.90 0.01
-0.01 0.73 -0.91
-2.77 -1.10 -2.47
-0.04 4.47 5.38
-0.82 0.31 -1.45
-2.28 -1.87 0.85
-1.91 1.09 0.03
0.56 -4.36 -2.17
-1.14 0.80 -1.87
-1.64 -0.13 -0.02
2.19 -1.38 0.92
-0.48 -0.08 0.25
1.62 1.62 -1.71
1.12 -0.46 0.42
2.84 -0.04 -0.58